[1]
DFT (ωB97M-V/def2-TZVPD) results for one molecule with the formula C25H29NO6.

The geometry in XYZ format:
```
61
Properties=species:S:1:pos:R:3
C 0.92 3.20 -0.44
C 0.57 1.96 0.32
C -0.66 1.76 0.86
C -0.97 0.54 1.60
O -2.05 0.30 2.10
O 0.01 -0.39 1.73
C 1.24 -0.23 1.19
C 2.13 -1.27 1.39
C 3.39 -1.14 0.84
C 3.76 0.02 0.10
C 2.86 1.05 -0.08
C 1.58 0.94 0.47
H 3.15 1.91 -0.66
C 5.12 -0.23 -0.30
C 5.44 -1.44 0.20
O 4.41 -2.01 0.90
C 6.75 -2.13 0.05
H 7.05 -2.58 1.00
C 7.78 -1.10 -0.42
H 8.69 -1.62 -0.74
C 7.23 -0.26 -1.57
H 8.02 0.37 -1.98
H 6.88 -0.93 -2.36
C 6.06 0.61 -1.10
H 5.54 1.05 -1.96
H 6.43 1.43 -0.48
H 8.04 -0.44 0.41
H 6.66 -2.94 -0.68
H 1.83 -2.14 1.94
C -1.83 2.69 0.71
H -2.58 2.40 1.46
H -1.55 3.73 0.91
C -2.44 2.58 -0.70
C -2.50 1.13 -1.13
O -1.77 0.68 -2.01
N -3.41 0.38 -0.49
H -3.91 0.78 0.29
C -3.45 -1.08 -0.53
C -4.22 -1.63 0.67
H -4.45 -2.68 0.44
H -3.55 -1.61 1.54
C -5.52 -0.91 1.05
C -6.46 -0.72 -0.13
H -6.03 -0.07 -0.89
H -7.39 -0.27 0.21
H -6.68 -1.67 -0.60
C -6.21 -1.72 2.15
H -5.55 -1.87 3.00
H -6.51 -2.70 1.77
H -7.11 -1.21 2.49
H -5.28 0.07 1.49
C -3.98 -1.65 -1.88
O -4.78 -2.53 -1.93
O -3.41 -1.14 -2.96
H -2.68 -0.49 -2.74
H -2.41 -1.44 -0.48
H -1.82 3.10 -1.42
H -3.44 3.02 -0.71
H 1.03 2.96 -1.49
H 1.86 3.61 -0.08
H 0.15 3.97 -0.33
```

Values from the calculation:
HOMO-LUMO gap   8.14 eV
SMILES   Cc1c(CCC(=O)N[C@@H](CC(C)C)C(=O)O)c(=O)oc2cc3oc4c(c3cc12)CCCC4
E_LUMO   -0.13 eV
HOMO level   -8.278 eV
Relative energy (zero: lowest compared OMol25 entry of this formula, charge and spin)   7.5 kcal/mol

***

[2]
DFT (ωB97M-V/def2-TZVPD) results for C47H56N7RbSb as an isolated structure.

The geometry in XYZ format:
```
112
Properties=species:S:1:pos:R:3
Rb -1.61 -0.34 0.62
C -1.00 -2.13 4.85
C -0.50 -1.34 6.04
C 0.58 -1.72 6.81
C 0.87 -1.16 8.03
C 0.00 -0.24 8.58
C -1.06 0.27 7.82
C -2.03 1.31 8.41
C -1.18 -0.22 6.50
N -2.20 0.36 5.71
C -1.86 1.05 4.70
C -2.92 1.77 3.92
C -0.39 1.27 4.30
C 0.67 1.91 5.23
N -0.18 0.99 3.05
C 1.08 1.24 2.37
C 1.20 2.53 1.82
C 0.26 3.67 2.14
C 2.30 2.85 1.04
C 3.26 1.87 0.76
C 3.18 0.65 1.40
C 2.10 0.34 2.21
C 2.02 -0.97 2.98
H -0.49 -3.14 4.88
H -0.72 -1.66 3.88
H -2.12 -2.16 4.86
H 1.22 -2.54 6.44
H 1.78 -1.40 8.56
H 0.13 0.09 9.61
H -3.07 1.02 8.06
H -1.72 2.30 8.07
H -1.95 1.28 9.47
H -3.92 1.35 4.11
H -2.77 1.72 2.81
H -2.94 2.84 4.13
H 0.41 2.86 5.70
H 1.61 2.01 4.71
H 0.94 1.22 6.08
H 0.13 3.72 3.21
H -0.73 3.58 1.64
H 0.73 4.61 1.89
H 2.44 3.90 0.73
H 4.08 2.05 0.10
H 4.01 -0.01 1.22
H 2.93 -1.58 2.84
H 1.21 -1.64 2.64
H 1.89 -0.78 4.06
C 2.03 -1.51 -3.72
C 1.44 -1.09 -5.07
C 2.02 -1.58 -6.24
C 1.38 -1.37 -7.46
C 0.13 -0.68 -7.47
C -0.36 -0.08 -6.30
C 0.30 -0.26 -5.08
Sb -0.60 0.56 -3.30
C 0.44 2.42 -3.32
C 1.39 2.67 -4.24
C 2.12 3.88 -4.15
C 1.77 4.85 -3.27
C 0.71 4.60 -2.34
C 0.11 3.37 -2.30
C -0.84 3.01 -1.22
C -2.31 1.45 -4.24
C -2.31 2.81 -4.53
C -3.45 3.49 -5.01
C -4.60 2.73 -5.25
C -4.57 1.34 -4.96
C -3.47 0.70 -4.44
C -3.51 -0.78 -4.11
H 2.90 -2.12 -3.87
H 1.29 -2.12 -3.09
H 2.35 -0.61 -3.15
H 2.92 -2.13 -6.14
H 1.69 -1.74 -8.41
H -0.34 -0.61 -8.44
H -1.29 0.49 -6.31
H 1.62 1.92 -4.95
H 3.01 4.09 -4.73
H 2.44 5.74 -3.12
H 0.41 5.33 -1.54
H -1.25 3.84 -0.67
H -0.24 2.41 -0.60
H -1.69 2.40 -1.53
H -1.37 3.33 -4.38
H -3.41 4.56 -5.27
H -5.52 3.15 -5.59
H -5.45 0.78 -5.20
H -4.53 -1.15 -4.14
H -3.09 -0.89 -3.12
H -2.93 -1.36 -4.79
C 1.87 -5.62 -2.48
C 2.72 -5.54 -1.18
C 3.58 -4.31 -1.20
C 1.83 -5.80 -0.01
N 0.80 -4.75 0.14
C -0.45 -4.69 -0.38
N -1.04 -3.57 -0.06
N -0.09 -2.94 0.70
N 0.99 -3.63 0.82
H 2.41 -5.81 -3.37
H 1.33 -4.65 -2.71
H 1.05 -6.36 -2.43
H 3.31 -6.44 -1.23
H 2.92 -3.42 -1.07
H 4.06 -4.24 -2.19
H 4.33 -4.42 -0.43
H 2.44 -5.84 0.95
H 1.27 -6.71 -0.02
H -0.92 -5.47 -0.98
N -4.52 1.63 -1.62
C -4.17 1.13 -0.63
H -4.75 2.01 -2.55
```

Values from the calculation:
HOMO-LUMO gap   8.54 eV
Charge   +1
E_LUMO   -1.70 eV
HOMO level   -10.249 eV
Relative energy (zero: lowest compared OMol25 entry of this formula, charge and spin)   44.2 kcal/mol

***

What is the HOMO level in the second record? -10.249 eV

***

Among the records above, which one has the lowest HOMO level? C47H56N7RbSb

***

HOMO level of number 2 (C47H56N7RbSb)? -10.249 eV

***

Among the records above, which one has the lowest HOMO level? C47H56N7RbSb